No. 1
Below is a structure of composition C8H28Ag2BF4N8O6, with properties calculated with wB97M-V/def2-TZVPD.

Properties
* E_LUMO: -5.76 eV
* gap between HOMO and LUMO: 0.209 Eh
* highest occupied orbital energy: -11.45 eV

The geometry in ORCA input format:
```
! wB97M-V def2-TZVPD RIJCOSX def2/J DEFGRID3
* xyz 1 1
Ag 1.303 3.950 0.516
Ag 3.196 1.174 -1.196
B 0.763 0.731 -0.272
F 1.328 -0.236 -1.153
F 1.701 0.922 0.739
F 0.764 1.959 -0.954
F -0.505 0.406 0.148
C 3.276 -3.821 -2.487
C 3.767 -2.376 -2.196
O 5.183 -2.438 -2.090
H 3.931 -4.329 -3.193
H 2.258 -3.798 -2.877
H 3.270 -4.374 -1.550
H 3.290 -2.241 -1.218
H 3.397 -1.709 -2.980
H 5.458 -1.549 -1.843
C -1.490 1.945 -3.760
C -2.560 0.848 -3.809
O -3.324 0.832 -2.604
H -1.007 1.999 -4.739
H -0.782 1.786 -2.940
H -1.814 2.969 -3.559
H -2.146 -0.114 -4.103
H -3.225 1.223 -4.587
H -2.760 0.488 -1.903
C -2.596 -2.957 -0.471
O -3.155 -2.941 0.637
N -1.279 -2.688 -0.674
N -3.336 -3.266 -1.556
H -0.915 -2.881 -1.586
H -0.858 -2.214 0.106
H -2.977 -3.460 -2.473
H -4.327 -3.288 -1.397
C -1.830 4.180 -0.118
O -0.657 4.445 -0.469
N -2.305 2.934 0.038
N -2.773 5.150 -0.037
H -1.618 2.197 0.024
H -3.297 2.803 0.084
H -3.757 5.065 0.129
H -2.479 6.058 -0.362
C 3.800 0.036 3.978
O 5.005 -0.051 3.720
N 3.346 -0.381 5.200
N 2.889 0.696 3.246
H 3.852 -1.105 5.677
H 2.406 -0.218 5.517
H 1.936 0.714 3.575
H 3.124 1.196 2.415
C -1.014 -0.194 3.661
O -0.092 0.616 3.759
N -1.827 -0.408 2.591
N -1.388 -0.951 4.749
H -2.576 -1.072 2.603
H -1.545 0.061 1.747
H -0.758 -0.900 5.528
H -2.269 -1.423 4.769
*
```

***

No. 2
Below is a structure of composition C8H28F4N4O13PbS4, with properties calculated with wB97M-V/def2-TZVPD.

Properties
* E_LUMO: -6.96 eV
* gap between HOMO and LUMO: 0.101 Eh
* ΔE to the lowest compared entry with this formula, charge and spin: 13.882 eV
* highest occupied orbital energy: -9.70 eV

The geometry in ORCA input format:
```
! wB97M-V def2-TZVPD RIJCOSX def2/J DEFGRID3
* xyz 0 1
Pb 0.638 -0.062 -1.640
N -1.935 3.580 -1.365
S -2.679 4.263 -0.273
O -4.148 4.279 -0.156
O -1.932 5.419 0.263
F -2.241 3.188 0.850
S -2.572 4.573 -2.528
O -2.399 6.024 -2.422
O -3.732 4.131 -3.246
F -1.489 4.248 -3.627
N 4.007 -3.169 -0.891
S 5.739 -3.140 -1.267
O 6.018 -2.756 -2.642
O 6.667 -4.131 -0.688
F 6.058 -1.824 -0.336
S 3.949 -4.655 -0.984
O 4.500 -5.425 0.135
O 4.005 -5.267 -2.314
F 2.339 -4.734 -0.766
O -1.601 -1.958 1.754
H -0.925 -2.394 2.272
H -2.360 -1.918 2.335
O 3.870 2.735 -2.238
H 4.155 3.171 -1.434
H 4.472 3.055 -2.910
O 1.751 -0.089 -5.843
H 2.605 0.311 -6.011
H 1.268 0.023 -6.662
C 3.926 -0.322 5.548
C 2.664 0.450 5.100
C 2.488 1.819 5.800
O 2.285 1.644 7.235
C 2.270 2.871 7.913
N 2.771 0.730 3.668
H 4.017 -1.208 4.920
H 3.832 -0.669 6.576
H 4.874 0.217 5.537
H 1.770 -0.116 5.360
H 1.634 2.320 5.343
H 3.298 2.490 5.514
H 1.928 2.708 8.935
H 1.887 3.768 7.427
H 3.324 3.147 7.942
H 3.481 1.448 3.699
H 3.076 -0.015 3.057
C -4.157 -1.411 -5.279
C -4.324 -1.548 -3.731
C -5.696 -2.132 -3.416
O -5.890 -2.401 -2.026
C -6.008 -1.158 -1.414
N -3.310 -2.468 -3.254
H -4.299 -2.273 -5.931
H -3.274 -0.804 -5.482
H -5.000 -0.789 -5.582
H -4.281 -0.567 -3.259
H -5.737 -3.094 -3.927
H -6.547 -1.647 -3.894
H -6.658 -0.463 -1.946
H -5.041 -0.682 -1.251
H -6.432 -1.196 -0.411
H -3.400 -3.308 -3.807
H -3.500 -2.820 -2.326
*
```

***

No. 3
Below is a cluster of 6 separate species, C8H28N10O6 in total, with properties calculated with wB97M-V/def2-TZVPD.

Properties
* E_LUMO: 0.27 eV
* gap between HOMO and LUMO: 0.356 Eh
* ΔE to the lowest compared entry with this formula, charge and spin: 3.312 eV
* SMILES string: NC(N)=O.NC(N)=O.NC(N)=O.NC(N)=O.NC(N)=O.CC(C)O
* highest occupied orbital energy: -9.41 eV

The geometry in ORCA input format:
```
! wB97M-V def2-TZVPD RIJCOSX def2/J DEFGRID3
* xyz 0 1
N -18.676 -3.304 -17.583
C -17.462 -2.994 -17.222
N -16.890 -3.905 -16.607
O -16.835 -1.992 -17.565
H -19.101 -4.171 -17.286
H -19.157 -2.712 -18.245
H -17.370 -4.713 -16.237
H -15.953 -3.652 -16.329
N -20.815 -11.744 -16.732
C -20.385 -10.608 -16.296
N -20.292 -10.734 -14.962
O -20.314 -9.536 -16.821
H -20.850 -11.906 -17.728
H -20.739 -12.502 -16.068
H -19.950 -11.578 -14.525
H -20.073 -9.879 -14.472
N -17.455 -6.762 -21.006
C -18.132 -7.298 -21.977
N -19.315 -7.549 -21.505
O -17.720 -7.694 -23.121
H -16.484 -6.618 -21.244
H -17.969 -6.541 -20.165
H -19.888 -8.109 -22.121
H -19.414 -7.661 -20.506
N -10.887 -5.779 -24.451
C -12.018 -6.235 -23.960
N -12.562 -6.965 -24.890
O -12.443 -6.030 -22.846
H -10.829 -5.989 -25.437
H -10.297 -5.108 -23.980
H -13.513 -7.265 -24.730
H -12.228 -6.918 -25.842
N -20.101 -14.808 -23.052
C -20.163 -13.537 -22.953
N -19.471 -12.918 -23.868
O -20.902 -13.096 -22.044
H -20.584 -15.322 -22.329
H -19.390 -15.173 -23.669
H -19.147 -13.506 -24.623
H -19.534 -11.918 -24.001
C -19.852 -5.027 -27.943
C -20.147 -6.290 -28.780
C -18.818 -6.896 -29.116
O -20.946 -7.132 -27.998
H -18.988 -4.426 -28.227
H -19.550 -5.335 -26.942
H -20.720 -4.367 -27.964
H -20.629 -6.054 -29.728
H -18.987 -7.942 -29.371
H -18.254 -6.955 -28.185
H -18.251 -6.415 -29.914
H -21.622 -6.579 -27.599
*
```

***

No. 4
Below is a cluster of 7 separate species, C8H28O10S in total, with properties calculated with wB97M-V/def2-TZVPD.

Properties
* E_LUMO: 0.47 eV
* gap between HOMO and LUMO: 0.394 Eh
* SMILES string: O=S1(=O)OCCO1.CO.CO.CO.CO.CO.CO
* highest occupied orbital energy: -10.27 eV

The geometry in ORCA input format:
```
! wB97M-V def2-TZVPD RIJCOSX def2/J DEFGRID3
* xyz 0 1
O 1.213 2.997 -6.054
S 1.148 2.411 -4.785
O 0.273 2.914 -3.836
O 0.834 0.840 -4.890
C 1.848 0.000 -4.258
C 2.877 0.999 -3.469
O 2.615 2.276 -4.055
H 1.298 -0.753 -3.630
H 2.517 -0.495 -4.975
H 3.923 0.742 -3.673
H 2.740 1.057 -2.433
C 4.181 -1.456 -1.878
O 2.866 -1.723 -2.389
H 4.207 -0.646 -1.152
H 4.646 -2.311 -1.434
H 4.879 -1.125 -2.631
H 2.230 -1.945 -1.688
C -4.750 -0.150 -0.781
O -4.408 0.797 0.199
H -5.826 -0.109 -0.844
H -4.282 0.154 -1.769
H -4.454 -1.210 -0.662
H -3.625 1.305 -0.035
C 2.446 -1.145 2.782
O 1.151 -0.809 2.247
H 3.196 -0.981 2.001
H 2.654 -0.475 3.637
H 2.474 -2.186 3.185
H 0.574 -0.375 2.884
C -4.020 2.375 3.287
O -3.403 1.263 2.604
H -3.202 2.843 3.804
H -4.392 3.186 2.580
H -4.788 1.979 3.944
H -4.023 0.773 2.080
C -0.695 -0.415 5.060
O -0.775 0.452 3.941
H -1.644 -0.717 5.447
H -0.186 -1.273 4.676
H -0.075 -0.043 5.838
H -1.757 0.553 3.706
C -0.365 -1.580 -0.672
O 0.908 -1.913 -0.143
H -0.309 -1.933 -1.718
H -1.225 -2.039 -0.113
H -0.620 -0.515 -0.643
H 1.125 -1.596 0.708
*
```

***

No. 5
Below is a structure of composition C8H30AgB2N2O2, with properties calculated with wB97M-V/def2-TZVPD.

Properties
* E_LUMO: 2.61 eV
* gap between HOMO and LUMO: 0.262 Eh
* ΔE to the lowest compared entry with this formula, charge and spin: 0.820 eV
* highest occupied orbital energy: -4.51 eV

The geometry in ORCA input format:
```
! wB97M-V def2-TZVPD RIJCOSX def2/J DEFGRID3
* xyz -1 1
Ag -0.573 0.048 -0.322
B -2.091 -2.683 1.853
H -1.477 -3.290 2.721
H -3.130 -2.269 2.301
H -1.432 -1.744 1.437
H -2.277 -3.416 0.897
B -3.338 0.307 -0.496
H -4.344 0.166 -1.150
H -2.479 -0.467 -0.881
H -2.873 1.439 -0.615
H -3.562 0.080 0.662
C 1.971 -3.338 -2.053
C 1.385 -2.049 -1.468
C 1.642 -0.872 -2.398
O 1.439 0.374 -1.767
C 1.077 1.407 -2.678
N -0.043 -2.195 -1.118
H 2.970 -3.121 -2.448
H 1.366 -3.736 -2.869
H 2.056 -4.095 -1.277
H 1.900 -1.854 -0.522
H 0.976 -0.985 -3.267
H 2.678 -0.939 -2.758
H 1.758 1.398 -3.535
H 1.107 2.341 -2.124
H 0.053 1.232 -3.025
H -0.550 -2.613 -1.890
H -0.101 -2.835 -0.331
C 1.045 1.442 3.638
C 0.307 1.210 2.310
C 0.422 2.466 1.454
O -0.392 2.415 0.295
C -0.693 3.672 -0.253
N 0.785 -0.017 1.632
H 0.389 1.853 4.403
H 1.930 2.067 3.490
H 1.403 0.476 3.995
H -0.763 1.037 2.452
H 1.459 2.687 1.156
H 0.049 3.295 2.071
H 0.228 4.256 -0.392
H -1.410 4.234 0.352
H -1.135 3.475 -1.229
H 1.800 0.004 1.651
H 0.467 -0.865 2.094
*
```

***

No. 6
Below is a structure of composition C8H32CaN16O8, with properties calculated with wB97M-V/def2-TZVPD.

Properties
* E_LUMO: -3.97 eV
* gap between HOMO and LUMO: 0.385 Eh
* ΔE to the lowest compared entry with this formula, charge and spin: 4.201 eV
* highest occupied orbital energy: -14.43 eV

The geometry in ORCA input format:
```
! wB97M-V def2-TZVPD RIJCOSX def2/J DEFGRID3
* xyz 2 1
Ca -0.048 0.319 0.043
C -2.955 -1.267 -1.186
O -1.753 -1.032 -0.948
N -3.981 -0.484 -0.997
N -3.323 -2.428 -1.781
H -3.883 0.389 -0.498
H -4.962 -0.692 -1.121
H -2.598 -3.056 -2.098
H -4.315 -2.371 -1.964
C -1.237 1.898 -2.905
O -1.057 1.515 -1.723
N -2.401 1.904 -3.468
N -0.343 2.251 -3.773
H -3.160 1.627 -2.862
H -2.503 2.623 -4.170
H -0.646 2.540 -4.692
H 0.621 2.246 -3.473
C -0.633 3.328 1.596
O -0.724 2.536 0.715
N 0.277 4.233 1.808
N -1.598 3.455 2.508
H 0.275 4.732 2.687
H 1.092 4.255 1.213
H -2.114 2.586 2.515
H -1.459 4.217 3.156
C -2.119 -1.113 2.474
O -1.483 -0.169 1.949
N -3.261 -1.037 3.048
N -1.622 -2.365 2.503
H -3.635 -1.874 3.472
H -3.583 -0.152 3.414
H -2.274 -3.044 2.871
H -0.716 -2.579 2.112
C 3.033 1.261 -0.710
O 1.882 1.448 -0.459
N 4.071 1.982 -0.289
N 3.454 0.193 -1.352
H 5.033 1.790 -0.532
H 3.955 2.853 0.209
H 4.426 0.087 -1.602
H 2.700 -0.253 -1.856
C 0.849 -1.463 -3.269
O 0.911 -1.007 -2.143
N 1.459 -2.530 -3.743
N 0.200 -0.906 -4.211
H 1.986 -3.061 -3.065
H 1.219 -2.818 -4.681
H 0.017 0.087 -4.178
H 0.186 -1.293 -5.144
C 1.451 0.723 3.182
O 1.231 0.437 2.038
N 2.593 1.133 3.626
N 0.783 0.429 4.243
H 2.526 1.389 4.601
H 3.336 1.392 2.993
H 1.157 0.739 5.129
H -0.120 -0.015 4.159
C 1.425 -2.791 0.781
O 0.588 -1.875 0.698
N 1.315 -3.808 -0.043
N 2.370 -2.889 1.684
H 2.134 -4.360 0.169
H 0.635 -3.951 -0.775
H 2.435 -2.153 2.372
H 2.879 -3.759 1.747
*
```